The following is a DFT calculation (ωB97M-V/def2-TZVPD) of a structure of composition C27H48BF4IN5OTeV at a distorted geometry.

Summary:
**LUMO level (alpha / beta)**: -0.679 / -0.682 eV
**HOMO level (alpha / beta)**: -0.1952 / -0.2724 Ha
**Kohn-Sham gap (alpha / beta)**: 4.632 / 6.731 eV
**⟨S²⟩**: 2.03
**Multiplicity**: 3
**Relative energy (zero: lowest compared OMol25 entry of this formula, charge and spin)**: 0.0 kJ/mol
**Calculated total energy**: -3340.81055 a.u.

Each line ends with the Mulliken charge.
Geometry (Å):
V  3.012  -1.581  -0.282  0.58
N  3.735  -0.855  1.532  -0.47
C  4.359  -1.980  2.236  -0.39
C  5.845  -1.895  2.483  -0.79
C  6.748  -2.413  1.318  -0.72
C  6.282  -1.924  -0.075  -0.84
N  4.988  -2.430  -0.626  0.27
H  4.308  0.000  1.487  0.34
H  2.892  -0.604  2.101  0.41
H  4.215  -2.872  1.563  0.09
H  3.866  -2.221  3.157  0.48
H  6.132  -2.457  3.397  0.31
H  6.186  -0.846  2.713  0.29
H  6.871  -3.474  1.377  0.38
H  7.805  -1.982  1.358  0.33
H  7.113  -2.151  -0.782  0.52
H  6.197  -0.810  -0.021  0.12
H  5.113  -3.436  -0.702  0.20
H  5.065  -2.162  -1.617  0.33
I  4.586  1.072  -1.296  -0.11
C  2.531  0.104  -1.010  -1.16
H  2.165  0.107  -2.079  0.35
H  1.868  0.831  -0.477  0.41
N  1.802  -5.163  -3.604  -0.21
C  1.097  -3.809  -3.826  -0.56
C  1.068  -3.019  -2.510  -0.86
N  2.451  -2.517  -2.116  -0.04
H  1.354  -5.838  -4.244  0.41
H  1.700  -5.563  -2.684  0.30
H  2.846  -5.084  -3.803  0.30
H  0.054  -4.013  -4.096  0.43
H  1.684  -3.325  -4.598  0.32
H  0.701  -3.652  -1.735  0.36
H  0.376  -2.166  -2.565  0.34
H  2.811  -1.928  -2.861  0.35
H  3.064  -3.360  -2.157  0.08
F  5.638  -4.945  -1.302  -0.38
B  4.511  -5.453  -2.008  0.27
F  4.698  -6.699  -2.661  -0.33
F  4.329  -4.425  -3.049  -0.43
F  3.357  -5.315  -1.194  -0.31
C  -0.345  -2.915  1.809  -1.21
C  0.967  -2.112  1.762  0.75
O  1.387  -1.387  2.690  -0.79
N  1.701  -2.245  0.628  -0.60
Te  -2.585  1.172  0.384  0.59
C  -2.998  2.771  -1.058  -0.81
C  -2.545  4.075  -0.858  0.81
C  -1.743  4.407  0.360  -1.06
C  -2.854  5.019  -1.845  -0.95
C  -3.718  4.740  -2.906  0.71
C  -4.285  5.800  -3.787  -1.43
C  -4.005  3.406  -3.178  -0.77
C  -3.553  2.416  -2.268  1.31
C  -3.677  0.982  -2.691  -1.44
C  -3.743  1.801  2.109  -0.45
C  -5.108  2.096  2.019  1.14
C  -5.816  1.713  0.740  -1.30
C  -5.762  2.720  3.109  -1.12
C  -5.072  3.060  4.314  0.60
C  -5.809  3.805  5.319  -1.42
C  -3.709  2.731  4.361  -1.12
C  -3.065  2.111  3.297  1.49
C  -1.531  2.052  3.359  -1.31
H  -0.839  -2.655  2.769  0.30
H  -0.086  -3.971  1.764  0.29
H  -0.984  -2.781  0.968  0.27
H  -0.941  3.661  0.417  0.15
H  -2.372  4.252  1.247  0.20
H  -1.349  5.459  0.403  0.34
H  -2.357  5.996  -1.795  0.30
H  -5.343  5.913  -3.491  0.29
H  -4.238  5.455  -4.832  0.35
H  -3.841  6.806  -3.658  0.34
H  -4.563  3.166  -4.042  0.52
H  -3.638  0.912  -3.786  0.46
H  -4.682  0.565  -2.348  0.20
H  -2.866  0.336  -2.326  0.19
H  -5.771  0.617  0.540  0.28
H  -5.428  2.177  -0.183  0.16
H  -6.931  1.895  0.798  0.36
H  -6.782  3.044  2.952  0.33
H  -5.121  4.280  6.049  0.35
H  -6.511  3.146  5.812  0.32
H  -6.375  4.645  4.876  0.35
H  -3.101  2.977  5.228  0.27
H  -1.243  2.441  4.392  0.33
H  -1.085  2.687  2.625  0.20
H  -1.103  1.012  3.211  0.25

---

The following is a DFT calculation (ωB97M-V/def2-TZVPD) of a cluster of 7 separate species, C27H48BN7O6 in total at a distorted geometry.

Summary:
**LUMO level**: 0.052 eV
**HOMO level**: -0.3664 Ha
**Kohn-Sham gap**: 10.024 eV
**Structure (SMILES)**: O=C(O)CNC(=O)OB(O)O.CCCC#N.CCCC#N.CCCC#N.CCCC#N.CCCC#N.CCCC#N
**Calculated total energy**: -1917.29683 a.u.

Each line ends with the Mulliken charge.
Geometry (Å):
O  0.085  2.006  2.206  -0.60
C  0.627  1.794  1.158  0.28
O  0.247  2.395  0.016  -0.30
C  1.781  0.815  1.139  0.21
N  2.671  0.935  -0.033  -0.01
C  4.028  0.892  0.339  0.45
O  4.473  0.426  1.344  -0.58
O  4.875  1.442  -0.601  -0.46
B  5.441  0.405  -1.369  0.71
O  6.753  0.038  -1.244  -0.47
O  4.606  -0.274  -2.249  -0.50
H  -0.722  2.464  0.106  0.29
H  1.305  -0.164  1.109  0.25
H  2.290  0.949  2.082  -0.24
H  2.521  0.127  -0.627  0.19
H  7.352  0.676  -1.648  0.31
H  4.581  -1.200  -1.970  0.30
C  -0.894  -2.072  -1.483  -0.88
C  -1.453  -1.346  -2.699  -0.11
C  -1.149  0.157  -2.710  -0.36
C  -1.816  0.863  -1.623  0.44
N  -2.337  1.421  -0.765  -0.80
H  -1.349  -1.709  -0.558  0.34
H  -1.099  -3.134  -1.565  0.02
H  0.189  -1.939  -1.409  0.16
H  -2.534  -1.506  -2.746  0.02
H  -1.025  -1.787  -3.600  0.41
H  -1.476  0.584  -3.654  0.45
H  -0.078  0.326  -2.644  0.28
C  4.003  3.337  -4.129  -0.94
C  2.968  4.400  -3.788  -0.65
C  1.828  3.871  -2.910  -0.02
C  1.013  2.879  -3.605  0.28
N  0.367  2.110  -4.162  -0.51
H  3.569  2.531  -4.723  0.36
H  4.819  3.773  -4.706  0.38
H  4.420  2.906  -3.222  0.08
H  2.563  4.821  -4.710  0.33
H  3.458  5.216  -3.254  0.33
H  1.183  4.700  -2.614  0.36
H  2.217  3.431  -1.990  0.03
C  -2.301  1.992  4.182  -1.05
C  -3.001  2.166  5.525  -0.48
C  -2.017  2.271  6.695  -0.40
C  -1.269  1.033  6.908  0.24
N  -0.687  0.058  7.077  -0.45
H  -1.740  1.059  4.142  0.30
H  -3.031  1.976  3.372  0.35
H  -1.608  2.810  3.992  0.30
H  -3.690  1.335  5.693  0.32
H  -3.604  3.076  5.500  0.32
H  -2.560  2.507  7.612  0.30
H  -1.316  3.090  6.523  0.28
C  -2.366  -7.913  -0.452  -1.14
C  -3.060  -6.574  -0.228  -0.43
C  -3.328  -5.814  -1.531  -0.34
C  -2.093  -5.400  -2.194  0.27
N  -1.120  -5.067  -2.706  -0.52
H  -1.375  -7.780  -0.887  0.33
H  -2.246  -8.441  0.494  0.34
H  -2.950  -8.549  -1.120  0.30
H  -2.458  -5.959  0.444  0.29
H  -4.016  -6.745  0.270  0.32
H  -3.922  -4.922  -1.321  0.27
H  -3.915  -6.429  -2.214  0.33
C  4.467  1.168  7.236  -1.18
C  4.412  0.175  6.082  -0.48
C  4.808  0.795  4.738  -0.19
C  3.858  1.812  4.298  0.31
N  3.104  2.606  3.952  -0.50
H  3.749  1.978  7.098  0.33
H  4.230  0.672  8.177  0.34
H  5.463  1.607  7.329  0.31
H  3.408  -0.248  6.013  0.32
H  5.092  -0.653  6.290  0.33
H  4.858  0.020  3.972  0.14
H  5.804  1.236  4.803  0.34
C  -6.032  1.064  -4.691  -1.38
C  -4.735  0.264  -4.691  -0.02
C  -4.921  -1.200  -5.102  -0.49
C  -5.714  -1.957  -4.135  0.23
N  -6.327  -2.551  -3.368  -0.48
H  -6.739  0.677  -3.955  0.35
H  -5.834  2.107  -4.444  0.38
H  -6.509  1.036  -5.672  0.34
H  -4.277  0.313  -3.700  0.02
H  -4.036  0.730  -5.388  0.38
H  -3.945  -1.679  -5.194  0.26
H  -5.394  -1.258  -6.084  0.43

---

> Look up the calculated total energy of the first one.

-3340.81055 a.u.

---

> What is the calculated total energy in the first record?

-3340.81055 a.u.

---

> Which value of calculated total energy does entry 2 give?

-1917.29683 a.u.

---

> What is the calculated total energy in the second record?

-1917.29683 a.u.